Formula: C6H10N2O2
Source: the Open Molecules 2025 dataset
Level of theory: wB97M-V/def2-TZVPD

Last column: natural (NBO) charge in e.
Atoms and positions in Å:
C  -3.40  -0.57  -0.14  -0.599
C  -1.97  -1.05  0.04  -0.471
C  -0.93  -0.21  -0.47  0.172
N  0.04  0.30  0.20  -0.448
C  1.01  1.36  -0.20  -0.338
C  2.42  1.64  0.43  0.211
N  3.23  0.70  0.51  -0.454
C  2.96  -0.54  0.06  0.856
O  2.95  -0.82  -1.15  -0.567
O  3.20  -1.60  1.00  -0.690
H  -3.44  0.27  -0.82  0.205
H  -3.96  -1.35  -0.62  0.214
H  -3.92  -0.26  0.78  0.218
H  -1.84  -1.91  -0.57  0.225
H  -1.87  -1.31  1.14  0.225
H  -1.15  0.05  -1.55  0.136
H  1.06  1.64  -1.31  0.220
H  0.38  2.34  0.11  0.202
H  2.40  2.65  0.67  0.197
H  2.82  -1.35  1.88  0.486

Computed properties:
SMILES = CC/C=N/C/C=N\C(=O)O
LUMO energy = 0.5 eV
ΔE to the lowest compared entry with this formula, charge and spin = 3.327 eV
charge = 0
calculated total energy = -13456.6141 eV
E_HOMO = -9.6359 eV

---

Formula: C6H10N2O2
Source: the Open Molecules 2025 dataset
Level of theory: wB97M-V/def2-TZVPD

Last column: natural (NBO) charge in e.
Atoms and positions in Å:
C  0.44  -1.18  -1.00  -0.626
C  0.68  -0.10  0.03  0.152
C  -0.61  0.30  0.78  -0.534
C  -1.70  0.75  -0.09  0.397
N  -2.27  1.50  -0.83  -0.419
C  1.88  -0.35  0.99  -0.505
C  2.48  0.91  0.38  0.685
O  3.49  1.56  0.55  -0.582
N  1.43  1.06  -0.47  -0.631
H  1.39  -1.50  -1.45  0.226
H  -0.04  -2.05  -0.53  0.220
H  -0.22  -0.82  -1.81  0.231
H  -0.96  -0.57  1.36  0.251
H  -0.39  1.11  1.49  0.265
H  1.67  -0.28  2.07  0.232
H  2.45  -1.26  0.78  0.239
H  1.16  1.82  -1.08  0.418
O  -3.60  -0.59  -0.54  -1.036
H  -3.64  -0.80  0.39  0.480
H  -3.63  0.48  -1.02  0.539

Computed properties:
SMILES = C[C@@]1(CC#N)CC(=O)N1.O
LUMO energy = 0.4 eV
ΔE to the lowest compared entry with this formula, charge and spin = 2.729 eV
charge = 0
calculated total energy = -13457.2120 eV
E_HOMO = -10.1486 eV

---

Formula: C6H10N2O2
Source: the Open Molecules 2025 dataset
Level of theory: wB97M-V/def2-TZVPD

Last column: natural (NBO) charge in e.
Atoms and positions in Å:
C  2.48  -0.33  1.21  -0.635
C  2.46  -0.01  -0.31  -0.220
C  -0.02  -0.70  -0.74  0.797
C  -2.37  0.02  -0.13  -0.244
C  -2.21  -0.57  1.29  -0.641
C  -0.02  1.17  -0.46  0.802
H  1.89  0.24  1.92  0.235
H  3.57  -0.30  1.56  0.211
H  2.39  -1.47  1.29  0.225
H  2.62  -1.02  -0.74  0.241
H  3.19  0.78  -0.56  0.235
H  -2.85  1.03  0.11  0.236
H  -3.14  -0.50  -0.76  0.224
H  -1.66  -1.48  1.21  0.221
H  -1.56  0.00  2.11  0.219
H  -3.31  -0.66  1.86  0.221
N  1.01  0.31  -0.53  -0.485
N  -1.10  0.13  -0.83  -0.481
O  -0.09  -1.90  -0.63  -0.580
O  -0.21  2.25  0.18  -0.580

Computed properties:
LUMO energy = 0.7 eV
ΔE to the lowest compared entry with this formula, charge and spin = 2.787 eV
charge = 0
calculated total energy = -13457.1542 eV
E_HOMO = -10.1119 eV

---

Formula: C6H10N2O6S
Source: the Open Molecules 2025 dataset
Level of theory: wB97M-V/def2-TZVPD

Last column: natural (NBO) charge in e.
Atoms and positions in Å:
N  2.08  -0.58  -1.10  -0.846
C  1.49  -1.04  0.13  0.056
O  2.45  -1.22  1.20  -0.720
S  3.14  0.19  1.68  1.734
O  4.14  0.62  0.76  -0.882
O  4.07  -0.43  2.96  -0.538
N  3.18  -1.22  3.75  -0.336
C  3.80  -2.01  4.46  0.851
O  4.26  -2.96  4.96  -0.444
H  2.11  -1.34  -1.76  0.366
H  1.55  0.21  -1.47  0.403
H  0.63  -0.43  0.43  0.168
H  1.10  -2.05  -0.06  0.184
O  -0.32  0.54  -1.88  -0.599
C  -1.50  0.72  -1.73  0.807
O  -2.43  0.21  -2.55  -0.479
C  -3.73  0.68  -2.18  -0.072
C  -3.60  1.09  -0.72  -0.429
C  -2.15  1.56  -0.65  -0.530
H  -3.99  1.53  -2.82  0.182
H  -4.46  -0.11  -2.32  0.202
H  -4.33  1.85  -0.42  0.227
H  -3.74  0.22  -0.08  0.212
H  -2.05  2.61  -0.91  0.242
H  -1.71  1.37  0.32  0.243

Computed properties:
LUMO energy = 0.4 eV
charge = 0
calculated total energy = -32481.2304 eV
E_HOMO = -9.4257 eV

---

Formula: C6H10N2OS
Source: the Open Molecules 2025 dataset
Level of theory: wB97M-V/def2-TZVPD

Last column: natural (NBO) charge in e.
Atoms and positions in Å:
C  -0.29  0.10  -1.77  -0.605
C  -0.61  0.91  -0.50  -0.449
C  -0.16  0.23  0.79  -0.119
C  -0.75  -1.18  1.19  -0.646
S  -0.49  1.43  2.12  -0.010
C  1.54  -0.03  0.86  0.480
N  2.06  -1.09  1.40  -0.349
N  3.42  -0.81  1.54  -0.281
C  3.62  0.32  0.98  0.265
O  2.46  0.87  0.45  -0.430
H  -1.06  -0.59  -2.08  0.215
H  0.68  -0.60  -1.59  0.211
H  -0.10  0.81  -2.57  0.220
H  -0.07  1.89  -0.63  0.225
H  -1.63  1.14  -0.34  0.224
H  -0.69  -1.22  2.28  0.226
H  -1.76  -1.22  0.80  0.217
H  -0.12  -2.15  0.94  0.256
H  -0.17  0.80  3.26  0.134
H  4.64  0.65  0.89  0.216

Computed properties:
SMILES = CC[C@](C)(S)c1nnco1
LUMO energy = 0.7 eV
ΔE to the lowest compared entry with this formula, charge and spin = 2.874 eV
charge = 0
calculated total energy = -22244.9315 eV
E_HOMO = -9.3833 eV

---

Formula: C6H10N2OS
Source: the Open Molecules 2025 dataset
Level of theory: wB97M-V/def2-TZVPD

Last column: natural (NBO) charge in e.
Atoms and positions in Å:
C  1.58  -1.83  0.09  0.066
C  -0.78  -1.58  0.75  0.170
C  0.11  -2.49  0.02  -0.586
C  0.10  0.38  -0.08  0.452
C  0.31  1.91  1.71  -0.266
C  -1.06  1.54  -2.27  -0.779
N  1.79  -0.65  0.36  -0.426
N  -0.82  -0.28  0.65  -0.518
O  0.36  1.65  0.31  -0.516
S  0.14  0.26  -1.86  0.236
H  2.30  -2.68  0.01  0.184
H  -1.37  -1.90  1.61  0.191
H  0.02  -2.42  -1.04  0.269
H  0.37  -3.50  0.43  0.240
H  0.24  2.95  1.67  0.195
H  1.18  1.66  2.35  0.186
H  -0.39  1.41  2.29  0.201
H  -1.32  1.55  -3.40  0.246
H  -0.71  2.48  -1.86  0.230
H  -2.06  1.54  -1.75  0.225

Computed properties:
LUMO energy = 0.4 eV
ΔE to the lowest compared entry with this formula, charge and spin = 4.734 eV
charge = 0
calculated total energy = -22243.0713 eV
E_HOMO = -8.2940 eV

---

Formula: C6H10N2P
Source: the Open Molecules 2025 dataset
Level of theory: wB97M-V/def2-TZVPD

Last column: natural (NBO) charge in e.
Atoms and positions in Å:
C  -0.68  -1.64  -0.97  0.344
C  0.42  -0.76  0.98  0.507
C  -0.36  1.27  -1.30  -0.165
C  1.31  0.26  0.34  -0.494
C  0.32  1.39  0.05  -0.515
C  0.32  -0.73  2.48  -0.687
N  -0.10  -1.61  0.20  -0.461
N  -1.00  -0.53  -1.64  -0.619
P  -0.68  2.25  -2.59  0.653
H  -0.76  -2.62  -1.44  0.228
H  2.16  0.48  1.03  0.265
H  1.59  -0.01  -0.72  0.249
H  0.72  2.47  0.00  0.298
H  -0.55  1.34  0.76  0.240
H  -0.45  0.00  2.59  0.255
H  1.15  -0.60  3.07  0.260
H  -0.27  -1.63  2.77  0.262
H  -1.69  -0.75  -2.41  0.418
H  -1.46  1.40  -3.20  -0.039

Computed properties:
LUMO energy = -4.5 eV
ΔE to the lowest compared entry with this formula, charge and spin = 4.629 eV
charge = +1
calculated total energy = -18642.2977 eV
E_HOMO = -13.6597 eV

---

Formula: C6H10N2P
Source: the Open Molecules 2025 dataset
Level of theory: wB97M-V/def2-TZVPD

Last column: natural (NBO) charge in e.
Atoms and positions in Å:
C  0.43  -2.57  -0.42  -0.412
N  -0.34  -1.43  0.10  -0.528
C  0.02  -0.17  0.15  0.273
C  1.41  0.21  -0.21  -0.279
C  1.78  1.49  -0.30  0.063
N  0.89  2.49  0.04  -0.480
C  -0.36  2.21  0.45  0.124
C  -0.84  0.86  0.48  -0.376
P  -2.60  0.48  0.80  0.332
H  0.06  -2.94  -1.33  0.225
H  1.47  -2.46  -0.54  0.212
H  0.24  -3.30  0.36  0.224
H  -1.17  -1.80  0.60  0.427
H  1.92  -0.75  -0.32  0.249
H  2.74  1.98  -0.52  0.240
H  1.33  3.34  -0.29  0.448
H  -1.01  3.02  0.57  0.233
H  -2.60  -0.08  -0.56  0.009
H  -3.15  1.67  0.22  0.016

Computed properties:
SMILES = C/[NH+]=c1\cc[nH]cc1P
LUMO energy = -3.7 eV
ΔE to the lowest compared entry with this formula, charge and spin = 1.393 eV
charge = +1
calculated total energy = -18645.5329 eV
E_HOMO = -12.8425 eV

---

Formula: C6H10N2S2
Source: the Open Molecules 2025 dataset
Level of theory: wB97M-V/def2-TZVPD

Last column: natural (NBO) charge in e.
Atoms and positions in Å:
C  -0.08  -1.26  -1.48  -0.030
C  -1.65  -0.43  0.11  0.373
C  3.65  1.59  -0.07  -0.801
C  2.11  1.08  2.06  -0.799
C  -0.70  -1.35  -2.61  -0.418
C  -2.60  -0.79  1.20  -0.664
N  -0.73  -1.26  -0.20  -0.377
N  -1.81  0.76  -0.47  -0.573
S  -2.70  2.01  -0.13  0.403
S  2.42  2.24  0.85  0.720
H  0.98  -1.17  -1.32  0.203
H  4.01  0.57  0.11  0.216
H  3.92  1.94  -1.08  0.229
H  2.40  0.00  1.94  0.221
H  1.57  1.33  2.93  0.216
H  -0.21  -1.42  -3.49  0.198
H  -1.84  -1.36  -2.68  0.197
H  -2.47  -0.14  2.10  0.231
H  -2.70  -1.81  1.40  0.236
H  -3.57  -0.53  0.84  0.219

Computed properties:
LUMO energy (alpha / beta) = -1.8 / -1.8 eV
ΔE to the lowest compared entry with this formula, charge and spin = 6.574 eV
charge = 0
calculated total energy = -31028.3108 eV
E_HOMO (alpha / beta) = -7.5451 / -7.5441 eV

---

Formula: C6H10N2Si
Source: the Open Molecules 2025 dataset
Level of theory: wB97M-V/def2-TZVPD

Last column: natural (NBO) charge in e.
Atoms and positions in Å:
C  0.37  -0.87  -3.25  -0.079
C  -0.41  -2.55  -0.30  -0.208
C  -1.99  0.90  0.85  -0.606
C  1.88  0.94  1.16  -0.606
C  -1.41  0.44  -0.57  -0.946
C  1.66  -0.42  0.47  -0.936
N  0.49  -0.86  -4.38  -0.523
N  -0.87  -3.57  -0.12  -0.227
Si  0.03  -0.72  -0.41  1.731
H  -2.69  0.24  1.41  0.233
H  -1.07  1.00  1.52  0.188
H  -2.27  1.94  0.72  0.231
H  1.26  1.06  2.21  0.211
H  3.01  0.98  1.32  0.236
H  1.49  1.80  0.60  0.217
H  -1.30  1.34  -1.08  0.271
H  -2.26  -0.05  -0.97  0.273
H  1.73  -1.17  1.18  0.257
H  2.37  -0.43  -0.36  0.284

Computed properties:
LUMO energy = -1.3 eV
ΔE to the lowest compared entry with this formula, charge and spin = 3.287 eV
charge = 0
calculated total energy = -17238.4240 eV
E_HOMO = -10.2322 eV

---

Formula: C6H10N3
Source: the Open Molecules 2025 dataset
Level of theory: wB97M-V/def2-TZVPD

Last column: natural (NBO) charge in e.
Atoms and positions in Å:
C  2.69  0.15  -0.31  -0.044
N  1.64  0.31  -0.96  -0.356
C  0.14  0.09  -0.03  0.538
N  -0.46  -1.10  -0.01  -0.309
C  0.00  -2.48  0.07  -0.429
C  -1.76  -0.81  0.25  -0.030
C  -1.93  0.52  0.32  -0.026
N  -0.73  1.09  0.05  -0.293
C  -0.39  2.48  -0.09  -0.408
H  3.62  0.21  -0.89  0.231
H  2.69  0.12  0.91  0.200
H  -0.62  -3.04  0.76  0.241
H  -0.14  -2.90  -1.02  0.245
H  1.05  -2.69  0.34  0.253
H  -2.42  -1.51  0.51  0.234
H  -2.76  1.09  0.32  0.240
H  0.20  2.85  0.80  0.232
H  0.37  2.53  -0.84  0.246
H  -1.17  3.10  -0.19  0.236

Computed properties:
SMILES = C=Nc1n(C)cc[n+]1C
LUMO energy = -3.8 eV
ΔE to the lowest compared entry with this formula, charge and spin = 3.261 eV
charge = +1
calculated total energy = -10845.0016 eV
E_HOMO = -13.8412 eV

---

Formula: C6H10N3
Source: the Open Molecules 2025 dataset
Level of theory: wB97M-V/def2-TZVPD

Last column: natural (NBO) charge in e.
Atoms and positions in Å:
C  2.16  -1.94  -0.86  0.049
C  2.31  -0.65  -0.38  0.074
N  3.23  -0.01  0.32  -0.116
N  2.90  1.27  0.53  0.074
N  1.77  1.54  0.11  -0.026
C  1.10  0.56  -0.49  -0.048
C  -0.28  0.19  -0.03  -0.263
C  -0.48  0.21  1.49  -0.637
C  -1.10  1.32  -0.67  -0.604
H  1.23  -2.48  -0.54  0.254
H  2.85  -2.42  -1.54  0.263
H  1.20  1.09  -1.47  0.313
H  -0.64  -0.70  -0.48  0.237
H  -0.05  1.19  1.92  0.233
H  -0.16  -0.64  2.10  0.236
H  -1.63  0.42  1.63  0.253
H  -0.89  2.45  -0.28  0.250
H  -2.24  1.15  -0.54  0.249
H  -0.91  1.17  -1.71  0.208

Computed properties:
SMILES = C=C1N=[N+]=N[C@@H]1C(C)C
LUMO energy (alpha / beta) = -8.2 / -8.2 eV
ΔE to the lowest compared entry with this formula, charge and spin = 7.705 eV
charge = +1
calculated total energy = -10840.5577 eV
E_HOMO (alpha / beta) = -15.5456 / -15.5418 eV

---

Formula: C6H10N3O
Source: the Open Molecules 2025 dataset
Level of theory: wB97M-V/def2-TZVPD

Last column: natural (NBO) charge in e.
Atoms and positions in Å:
C  1.78  -0.12  -0.62  -0.409
C  1.44  -0.49  0.84  -0.385
C  0.75  0.97  -0.75  -0.423
C  -1.40  -0.88  -1.14  -0.255
C  -0.06  -0.74  0.98  -0.167
C  -0.45  0.42  0.01  0.029
N  -1.27  -1.97  -0.49  -0.216
N  -0.66  -2.04  0.63  -0.430
N  -1.36  1.48  0.47  -0.368
O  -2.73  1.19  0.20  -0.624
H  2.76  0.21  -0.73  0.181
H  1.76  -0.85  -1.30  0.199
H  2.00  -1.37  1.20  0.189
H  1.72  0.41  1.47  0.176
H  0.98  1.86  -0.22  0.188
H  0.57  1.11  -1.87  0.190
H  -2.92  0.28  -0.01  0.477
H  -1.25  -0.69  -2.13  0.162
H  -0.50  -0.44  1.93  0.177
H  -1.17  1.65  1.52  0.307

Computed properties:
LUMO energy = 4.0 eV
ΔE to the lowest compared entry with this formula, charge and spin = 1.597 eV
charge = -1
calculated total energy = -12896.7926 eV
E_HOMO = -2.4389 eV